1.
65
Properties=species:S:1:pos:R:3:lowdin_charge:R:1 method="wB97M-V/def2-TZVPD" relative_energy_kj_mol=3.4 charge=+4 mol_weight_g_mol=768.738 e_tot_ha=-4648.226252 homo_ev=-19.987 fmax_ev_per_a=0.6
W -0.11195 0.31468 0.62242 1.62
C -4.29712 1.63595 1.39797 -0.04
C -3.29568 1.43867 2.53824 -0.36
C -3.69871 0.33722 3.51708 -0.04
C -1.84741 1.44843 2.14778 -0.23
C -0.85363 0.72262 2.83878 -0.10
C 0.52936 1.10031 2.77837 -0.08
C 0.93770 2.18526 1.99272 -0.27
C 2.26520 2.83582 2.12071 0.03
C 0.02671 2.55440 0.96501 -0.10
C -1.35055 2.17639 1.02658 -0.10
H -5.28596 1.78805 1.82644 0.11
H -4.36972 0.75848 0.75243 0.05
H -4.08954 2.51373 0.78705 0.09
H -3.30019 2.38370 3.11658 0.19
H -3.63887 -0.65705 3.07163 0.07
H -4.73428 0.49429 3.81280 0.11
H -3.11113 0.35284 4.43514 0.10
H -1.14135 -0.03605 3.55431 0.14
H 1.22073 0.63812 3.47173 0.15
H 2.09298 3.78677 2.64049 0.14
H 2.70041 3.08568 1.15276 0.11
H 2.96108 2.25762 2.72353 0.11
H 0.34330 3.23404 0.18202 0.16
H -2.03252 2.58478 0.29246 0.14
C 2.11709 -4.57073 2.74897 0.00
C 0.97850 -3.79299 2.16266 -0.19
C -0.24767 -4.40409 1.87844 0.08
C -1.30384 -3.67375 1.34682 0.00
C -1.06991 -2.34424 1.13105 -0.61
Br -2.36978 -1.13637 0.46388 1.15
N 0.08638 -1.70184 1.36447 -0.12
C 1.09956 -2.44369 1.87874 -0.02
H 1.84528 -4.94923 3.73560 0.12
H 3.01538 -3.96555 2.85068 0.09
H 2.34915 -5.43259 2.12265 0.11
H -0.38047 -5.46141 2.07934 0.16
H -2.26145 -4.12507 1.12491 0.14
H 2.03007 -1.93585 2.06606 0.11
O -1.27927 -0.92559 -7.09254 0.28
C -1.31363 -0.54929 -8.25001 -0.10
O -1.36282 -0.26881 -9.33497 0.47
C -0.91028 -0.12637 -5.89861 -0.09
C -0.63120 1.20835 -5.99842 0.08
C -0.29310 1.82830 -4.79160 -0.04
N -0.25550 1.18647 -3.62908 0.15
C -0.55300 -0.10826 -3.61150 -0.16
C -0.89241 -0.85408 -4.73657 0.13
C -0.50636 -0.83295 -2.29508 -0.44
O -0.69638 -1.99417 -2.14731 0.17
O -0.17637 -0.03593 -1.21733 -0.29
H -0.65793 1.77463 -6.92185 0.15
H -0.05366 2.88403 -4.78499 0.14
H -1.12187 -1.90992 -4.68383 0.16
Cl 3.83273 2.14221 -3.06250 0.81
C 3.58064 1.34944 -1.57233 -0.62
C 4.64711 0.88888 -0.80803 0.00
C 4.36779 0.28247 0.40576 0.02
C 3.05614 0.14551 0.80988 -0.12
N 2.01895 0.55739 0.05659 -0.08
C 2.28754 1.16692 -1.11621 -0.14
H 5.66563 1.01906 -1.15253 0.15
H 5.16512 -0.07199 1.04497 0.14
H 2.82322 -0.26502 1.77862 0.10
H 1.45180 1.51135 -1.70982 0.09



2.
78
Properties=species:S:1:pos:R:3:lowdin_charge:R:1 method="wB97M-V/def2-TZVPD" multiplicity=5 relative_energy_kj_mol=180.0 mol_weight_g_mol=911.342 e_tot_ha=-5696.046005 homo_ev="-6.455 / -7.661" fmax_ev_per_a=0.8
Rh -0.01249 -0.05539 -1.82202 1.16
C 0.94159 -3.01848 -0.83603 -0.06
N 0.77429 -2.25324 -2.07783 -0.31
C 2.00395 -2.16456 -2.86373 -0.20
C 2.98525 -1.22377 -2.21087 -0.22
N 2.29983 0.02866 -1.91946 -0.01
C 3.07352 1.10140 -1.68693 -0.16
C 2.36768 2.40281 -1.44033 -0.31
F 1.19730 2.46825 -2.17489 0.03
C 3.15642 3.60025 -1.73653 -0.13
F 2.46574 4.74373 -1.89613 0.11
C 4.49409 3.57509 -1.67619 -0.15
F 5.21369 4.69755 -1.77452 0.12
C 5.17467 2.33912 -1.51308 -0.15
F 6.50517 2.35203 -1.34449 0.11
C 4.47632 1.16202 -1.53740 -0.15
F 5.19821 0.02348 -1.42263 0.07
C -0.34341 -2.75803 -2.87438 -0.21
C -1.64946 -2.62793 -2.12771 -0.24
N -1.72816 -1.31163 -1.49688 -0.08
C -2.88232 -1.03804 -0.78788 -0.20
C -4.06616 -1.79956 -0.74242 -0.14
F -4.19463 -2.96110 -1.41922 0.07
C -5.19461 -1.43543 -0.02373 -0.15
F -6.27295 -2.22772 -0.06432 0.12
C -5.22962 -0.28015 0.71906 -0.16
F -6.32010 0.07947 1.40148 0.12
C -4.09302 0.49617 0.72376 -0.18
F -4.05814 1.62878 1.43557 0.12
C -2.97830 0.11479 0.00694 -0.20
F -1.91565 0.93915 0.11152 0.01
H 0.80464 -4.09130 -1.01777 0.10
H 0.22357 -2.68637 -0.08598 0.08
H 1.94483 -2.86449 -0.44171 0.08
H 1.73182 -1.75515 -3.83888 0.12
H 2.45199 -3.15451 -3.02679 0.13
H 3.82502 -1.07789 -2.89385 0.12
H 3.40461 -1.66633 -1.30102 0.11
H -0.17923 -3.80702 -3.15626 0.13
H -0.38463 -2.16549 -3.79293 0.12
H -1.73552 -3.43139 -1.38801 0.12
H -2.44297 -2.79183 -2.85794 0.12
C -0.74607 -1.34424 4.77438 -0.32
P -0.98930 -1.03193 2.97859 0.82
C -1.44115 0.74448 3.05539 -0.29
C -2.65430 -1.78179 2.77777 -0.30
H -1.61790 -1.03623 5.35891 0.04
H 0.12610 -0.78849 5.12651 0.03
H -0.55959 -2.40510 4.95124 0.03
H -2.27872 0.91094 3.73824 0.05
H -1.70669 1.10909 2.06323 0.00
H -0.58075 1.32009 3.40571 0.04
H -3.38793 -1.33312 3.45409 0.05
H -2.59503 -2.85296 2.98286 0.04
H -3.00087 -1.65956 1.74941 0.00
N -4.85230 2.24418 -2.75753 0.15
N -3.47174 2.29513 -2.63026 -0.29
N -2.85875 3.34438 -2.12737 0.15
C -1.60697 2.90156 -2.10043 -0.19
N -1.50210 1.65083 -2.57589 -0.05
N -2.73670 1.27575 -2.90008 0.08
H -5.18049 3.20156 -2.75793 0.10
H -5.06687 1.75571 -3.61736 0.10
H -0.77635 3.48411 -1.74559 0.11
Br 4.66437 -0.28151 5.55813 0.75
C 3.68555 0.25499 4.03494 -0.69
C 3.04857 -0.70770 3.26831 -0.11
C 2.32186 -0.30976 2.15535 -0.03
C 2.26149 1.03887 1.81946 -0.13
C 2.92871 1.99100 2.58242 0.00
C 3.63378 1.60298 3.70894 -0.11
C 1.49418 1.41280 0.61163 -0.41
O 1.93391 2.51975 -0.01787 0.10
O 0.52480 0.78758 0.24531 0.00
H 3.11589 -1.75214 3.54033 0.11
H 1.80773 -1.03449 1.53833 0.09
H 2.88683 3.03539 2.30026 0.13
H 4.14396 2.33189 4.32299 0.10



3.
65
Properties=species:S:1:pos:R:3:nbo_charge:R:1 method="wB97M-V/def2-TZVPD" multiplicity=6 relative_energy_kj_mol=45.2 mol_weight_g_mol=634.147 e_tot_ha=-2460.644669 homo_ev="-7.676 / -8.055" fmax_ev_per_a=1.0
Ru -0.11440 0.23616 -0.50611 1.38
O -2.30636 -2.23216 1.31660 -0.61
C -1.14302 -2.01844 1.05384 0.78
O -0.56886 -0.83007 1.17692 -0.79
C -0.25071 -3.14059 0.59221 -0.20
C -0.38420 -4.34483 1.28226 -0.15
C 0.36271 -5.45668 0.94149 -0.22
C 1.24031 -5.38110 -0.13303 -0.21
C 1.36701 -4.19917 -0.84096 -0.17
C 0.63829 -3.05793 -0.48740 -0.16
S 0.92933 -1.64046 -1.52949 -0.20
H -1.09955 -4.38739 2.09320 0.23
H 0.25299 -6.37788 1.49889 0.22
H 1.82431 -6.24490 -0.42539 0.22
H 2.03899 -4.14139 -1.68857 0.21
C -2.78883 4.61703 1.87027 -0.21
C -2.60261 3.23323 2.09450 -0.21
C -1.75552 2.51129 1.30241 -0.20
C -1.04261 3.12149 0.23337 -0.13
C -0.16537 2.37789 -0.62922 -0.34
C 0.46585 3.05646 -1.64395 -0.28
C 0.28305 4.44595 -1.85845 -0.21
C -0.55262 5.15279 -1.04823 -0.21
C -1.23712 4.50966 0.01603 0.02
C -2.11956 5.23682 0.85628 -0.20
H -3.46017 5.18165 2.50591 0.21
H -3.13308 2.74179 2.90052 0.22
H -1.63006 1.45281 1.50294 0.22
H 1.12834 2.52378 -2.32113 0.21
H 0.79726 4.93904 -2.67503 0.21
H -0.71206 6.21367 -1.20779 0.21
H -2.25533 6.29761 0.67469 0.21
Cl -4.39930 3.39865 -2.49448 0.03
C -3.83552 1.82884 -2.03222 -0.07
C -4.64063 0.97191 -1.30163 -0.17
C -4.14218 -0.27272 -0.97284 -0.23
C -2.85100 -0.59187 -1.35993 0.03
N -2.04764 0.26060 -2.00813 -0.48
C -2.55285 1.44394 -2.36830 0.03
H -5.63236 1.28327 -0.99917 0.24
H -4.72314 -0.98926 -0.40861 0.24
H -2.43871 -1.56675 -1.13825 0.22
H -1.90169 2.11806 -2.90828 0.23
C 3.23549 0.84560 -0.31894 -0.09
N 4.53186 1.01157 0.32964 -0.46
C 4.44926 2.15740 1.24283 -0.08
N 3.40819 1.98351 2.26122 -0.46
C 2.13074 1.81050 1.57630 -0.08
N 2.14621 0.64006 0.66164 -0.50
C 2.48095 -0.56397 1.47341 -0.09
N 3.76858 -0.41946 2.14783 -0.46
C 4.79974 -0.19052 1.13105 -0.08
C 3.70512 0.76057 3.01508 -0.08
H 3.26511 -0.01827 -0.98231 0.22
H 3.00543 1.74070 -0.90048 0.20
H 4.23280 3.05721 0.66449 0.20
H 5.41277 2.28257 1.73864 0.20
H 1.90888 2.70219 0.99227 0.22
H 1.33452 1.66363 2.30814 0.21
H 2.51120 -1.42401 0.80558 0.21
H 1.68925 -0.71695 2.20318 0.22
H 4.84258 -1.05676 0.46870 0.20
H 5.76656 -0.07642 1.62358 0.20
H 4.66276 0.88195 3.52344 0.20
H 2.92660 0.60804 3.76468 0.20